Entry 1:
The following is a quantum chemistry calculation of a cluster of 3 separate species, C32H67BN8O8P in total in a non-equilibrium geometry, from the Open Molecules 2025 dataset.

The spin multiplicity is 3. The value obtained for the total energy is -72519.8993 eV. As for the HOMO-LUMO gap (spin up / spin down): 5.8 / 6.4 eV. As for the highest occupied orbital energy (spin up / spin down): -10.28 / -10.86 eV. Its net charge is +1.

The geometry in XYZ format:
```
117
C32H67BN8O8P ωB97M-V with the def2-TZVPD basis set
C -6.551 -2.108 3.660
C -5.685 -1.592 2.329
N -4.196 -1.821 2.454
C -3.816 -3.283 2.442
C -2.483 -3.496 3.383
C -2.723 -3.076 4.977
B -3.932 -3.944 5.749
N -4.181 -5.411 5.333
O -4.823 -3.389 6.788
N -2.839 -1.558 5.229
C -1.379 -1.125 5.260
N -0.826 -0.121 4.504
P 0.896 0.340 4.515
O 1.660 0.081 6.058
O 1.776 -0.619 3.350
N -0.648 -2.052 6.254
C -0.856 -1.364 7.593
C -0.373 -2.236 8.895
C 1.247 -2.435 9.039
C 2.122 -1.049 9.045
O 1.704 0.160 9.429
O 3.526 -1.144 8.535
C -1.454 -3.349 6.032
C -0.384 -4.453 5.394
N 0.518 -5.057 6.469
C -3.383 -0.984 1.494
C -3.329 0.669 1.744
O -2.685 -1.424 0.441
H -7.670 -1.760 3.642
H -6.586 -3.301 3.633
H -6.003 -1.847 4.680
H -6.165 -1.989 1.338
H -5.842 -0.408 2.317
H -3.545 -3.706 1.364
H -4.681 -4.006 2.836
H -1.652 -2.760 2.941
H -2.174 -4.639 3.260
H -3.344 -5.810 4.854
H -4.288 -5.956 6.223
H -5.775 -3.672 6.555
H -3.443 -1.274 6.031
H -1.492 0.409 3.867
H 2.581 0.521 6.053
H 2.538 -1.043 3.846
H -2.033 -1.207 7.719
H -0.407 -0.259 7.614
H -0.727 -1.621 9.855
H -0.880 -3.294 8.884
H 1.735 -3.149 8.248
H 1.436 -2.951 10.099
H 3.414 -1.557 7.617
H -2.000 -3.690 7.017
H 0.224 -3.987 4.484
H -0.984 -5.376 4.931
H 0.277 -4.495 7.337
H 0.084 -6.006 6.675
H -4.274 1.150 1.227
H -2.360 1.080 1.180
H -3.357 0.960 2.877
C 0.086 1.412 -4.192
C -1.041 1.850 -3.216
C -2.149 2.596 -4.008
C -1.736 4.001 -4.440
C -1.233 4.817 -3.255
C -0.126 4.105 -2.432
N -0.467 2.681 -2.104
O -1.409 2.702 -1.059
C 1.219 4.151 -3.203
C 0.159 4.969 -1.158
C -1.627 0.494 -2.705
H -0.180 0.494 -4.730
H 0.293 2.146 -4.972
H 1.019 1.201 -3.656
H -3.058 2.676 -3.396
H -2.432 2.019 -4.897
H -0.969 3.954 -5.220
H -2.597 4.509 -4.892
H -0.867 5.785 -3.619
H -2.091 5.043 -2.606
H 1.988 3.560 -2.690
H 1.599 5.179 -3.271
H 1.150 3.805 -4.232
H -0.741 5.145 -0.558
H 0.540 5.961 -1.432
H 0.912 4.494 -0.518
H -0.870 -0.079 -2.156
H -1.966 -0.129 -3.543
H -2.499 0.621 -2.055
C 4.138 2.218 -9.393
C 4.251 2.637 -7.901
C 5.748 2.708 -7.496
C 6.394 1.333 -7.340
C 5.588 0.449 -6.397
C 4.082 0.355 -6.763
N 3.463 1.693 -7.038
O 3.253 2.325 -5.798
C 3.895 -0.567 -7.996
C 3.354 -0.426 -5.617
C 3.667 4.088 -7.886
H 4.304 3.069 -10.065
H 4.880 1.475 -9.691
H 3.141 1.827 -9.624
H 5.854 3.249 -6.546
H 6.315 3.285 -8.238
H 6.502 0.846 -8.315
H 7.411 1.452 -6.947
H 6.034 -0.553 -6.379
H 5.697 0.846 -5.377
H 2.852 -0.560 -8.338
H 4.144 -1.608 -7.752
H 4.533 -0.311 -8.839
H 3.503 0.034 -4.633
H 3.737 -1.451 -5.534
H 2.276 -0.493 -5.806
H 2.611 4.089 -8.188
H 4.209 4.738 -8.584
H 3.744 4.571 -6.906
```

Atom charges from the Löwdin analysis, given in e for atoms 1 to 2: -0.10, -0.21



Entry 2:
The following is a quantum chemistry calculation of a cluster of 4 separate species, C4H14O3 in total in a non-equilibrium geometry, from the Open Molecules 2025 dataset.

The SMILES is C/C=C/C.O.O.O. The relative energy (zero: lowest compared OMol25 entry of this formula, charge and spin) is 137.5 kJ/mol. The value obtained for the total energy is -10516.5042 eV. As for the HOMO-LUMO gap: 9.8 eV. As for the highest occupied orbital energy: -9.36 eV. Its net charge is 0.

The geometry in XYZ format:
```
21
C4H14O3 ωB97M-V with the def2-TZVPD basis set
C -0.260 1.983 1.441
C -1.153 1.587 0.301
C -2.128 0.705 0.483
C -3.099 0.274 -0.590
H -0.251 1.377 2.349
H 0.782 2.105 1.133
H -0.566 2.970 1.839
H -0.930 1.959 -0.696
H -2.433 0.382 1.487
H -4.138 0.328 -0.274
H -2.890 -0.706 -1.047
H -3.019 0.999 -1.413
O 2.792 -1.838 1.529
H 2.672 -1.663 0.589
H 3.390 -2.592 1.458
O 3.019 -2.360 -1.288
H 3.551 -2.242 -2.076
H 2.845 -3.292 -1.492
O 0.970 0.242 -1.401
H 0.499 -0.548 -1.683
H 0.348 0.330 -0.648
```

Atom charges from the Löwdin analysis, given in e for atoms 1 to 2: -0.11, -0.21



Entry 3:
The following is a quantum chemistry calculation of a cluster of 2 separate species, C2N2OS in total in a non-equilibrium geometry, from the Open Molecules 2025 dataset.

The relative energy (zero: lowest compared OMol25 entry of this formula, charge and spin) is 492.7 kJ/mol. The value obtained for the total energy is -17929.2837 eV. As for the HOMO-LUMO gap (spin up / spin down): 4.5 / 4.3 eV. As for the highest occupied orbital energy (spin up / spin down): -6.34 / -6.32 eV. Its net charge is 0.

The geometry in XYZ format:
```
6
C2N2OS ωB97M-V with the def2-TZVPD basis set
C 1.118 0.370 -0.684
C 0.883 -1.382 0.992
N 0.896 -0.449 0.210
N -1.265 1.627 -0.661
O 0.591 -2.038 1.896
S -2.223 1.871 -1.753
```

Atom charges from the Löwdin analysis, given in e for atoms 1 to 2: 0.12, -0.24



Entry 4:
The following is a quantum chemistry calculation of a structure of composition C28H72F4HgN6O20S4 in a non-equilibrium geometry, from the Open Molecules 2025 dataset.

The relative energy (zero: lowest compared OMol25 entry of this formula, charge and spin) is 0.0 kJ/mol. The value obtained for the total energy is -138466.8515 eV. As for the HOMO-LUMO gap: 5.1 eV. As for the highest occupied orbital energy: -8.37 eV. Its net charge is 0.

The geometry in XYZ format:
```
135
C28H72F4HgN6O20S4 ωB97M-V with the def2-TZVPD basis set
Hg -1.594 24.757 -23.809
N -3.469 19.684 -23.315
S -3.158 20.243 -21.834
O -1.826 20.072 -21.356
O -4.270 20.250 -20.944
F -3.172 21.797 -22.341
S -3.401 18.086 -22.904
O -4.451 17.631 -22.049
O -2.136 17.484 -22.634
F -3.826 17.536 -24.331
N 0.372 24.296 -22.870
S 0.789 22.794 -22.273
O 0.939 22.722 -20.879
O 1.669 22.102 -23.137
F -0.588 22.086 -22.578
S 1.830 24.930 -22.899
O 2.631 24.640 -24.032
O 2.431 25.180 -21.644
F 1.262 26.418 -23.264
C 6.397 26.280 -21.395
C 6.052 25.171 -20.402
O 6.378 23.916 -20.951
O 6.000 25.857 -22.671
H 7.458 26.541 -21.329
H 5.882 27.163 -21.002
H 4.982 25.168 -20.140
H 6.482 25.406 -19.423
H 5.974 23.914 -21.826
H 5.415 26.498 -23.088
C 1.537 25.335 -27.031
C 0.149 24.758 -26.949
O -0.471 25.287 -25.757
O 1.335 26.773 -26.916
H 2.013 25.160 -27.996
H 2.143 24.996 -26.191
H 0.143 23.671 -26.905
H -0.463 25.089 -27.791
H -0.575 26.228 -25.987
H 2.172 27.153 -27.206
C -2.880 27.784 -27.314
O -1.879 27.544 -26.320
C -1.572 28.654 -25.480
C -0.991 28.118 -24.186
N -1.870 27.172 -23.460
C -1.667 27.245 -22.010
C -2.631 26.319 -21.280
O -2.299 24.980 -21.638
C -2.282 24.036 -20.522
H -3.850 27.660 -26.826
H -2.800 26.890 -27.936
H -2.722 28.674 -27.915
H -2.491 29.221 -25.286
H -0.811 29.234 -26.006
H -0.779 29.018 -23.594
H 0.003 27.741 -24.427
H -2.774 27.562 -23.726
H -1.706 28.276 -21.641
H -0.650 26.962 -21.730
H -3.684 26.532 -21.472
H -2.389 26.429 -20.222
H -3.109 24.387 -19.906
H -1.345 24.170 -19.979
H -2.416 22.999 -20.801
C 4.313 30.498 -25.990
O 3.482 29.366 -25.863
C 3.705 28.671 -24.630
C 3.613 29.443 -23.308
N 4.699 29.092 -22.429
C 5.916 29.883 -22.625
C 6.927 29.766 -21.501
O 7.972 30.685 -21.768
C 8.824 30.853 -20.674
H 5.342 30.127 -26.058
H 4.200 31.269 -25.225
H 4.101 31.050 -26.908
H 4.657 28.142 -24.782
H 2.952 27.882 -24.620
H 2.740 28.978 -22.840
H 3.434 30.518 -23.410
H 4.555 29.152 -21.420
H 5.781 30.961 -22.816
H 6.330 29.525 -23.579
H 7.372 28.776 -21.387
H 6.444 30.084 -20.565
H 8.280 31.104 -19.751
H 9.537 31.654 -20.856
H 9.367 29.928 -20.436
C 4.161 29.931 -18.741
O 3.942 28.968 -19.764
C 3.780 27.663 -19.169
C 2.338 27.471 -18.749
N 2.022 27.753 -17.349
C 0.723 27.198 -16.941
C 0.695 25.657 -16.976
O 1.992 25.162 -16.723
C 2.082 23.753 -16.738
H 3.462 29.813 -17.908
H 3.963 30.913 -19.170
H 5.165 29.874 -18.309
H 4.560 27.392 -18.454
H 3.894 26.993 -20.023
H 2.082 26.416 -18.956
H 1.693 27.964 -19.484
H 2.684 27.159 -16.854
H 0.017 27.612 -17.665
H 0.490 27.561 -15.942
H 0.258 25.291 -17.915
H 0.066 25.244 -16.177
H 1.178 23.276 -17.132
H 2.236 23.341 -15.739
H 2.881 23.435 -17.409
C -6.185 18.856 -25.519
O -5.350 19.912 -26.003
C -5.248 19.911 -27.399
C -4.806 21.320 -27.804
N -3.415 21.643 -27.368
C -2.360 20.937 -28.127
C -1.137 20.810 -27.254
O -1.494 20.252 -26.005
C -0.431 20.073 -25.117
H -7.072 18.690 -26.145
H -6.497 19.177 -24.531
H -5.619 17.928 -25.557
H -6.171 19.716 -27.962
H -4.520 19.156 -27.722
H -5.531 22.040 -27.428
H -4.850 21.384 -28.906
H -3.403 22.525 -27.884
H -2.043 21.521 -28.999
H -2.725 19.968 -28.466
H -0.636 21.771 -27.062
H -0.434 20.062 -27.649
H 0.225 20.954 -25.076
H 0.232 19.222 -25.347
H -0.854 19.809 -24.149
```

Atom charges from the Löwdin analysis, given in e for atoms 1 to 2: 1.36, -0.24



Entry 5:
The following is a quantum chemistry calculation of an isolated molecule of C3H4N4 in a non-equilibrium geometry, from the Open Molecules 2025 dataset.

The SMILES is Nc1ncncn1. The relative energy (zero: lowest compared OMol25 entry of this formula, charge and spin) is 218.3 kJ/mol. The value obtained for the total energy is -9134.5949 eV. As for the HOMO-LUMO gap: 10.3 eV. As for the highest occupied orbital energy: -9.65 eV. Its net charge is 0.

The geometry in XYZ format:
```
11
C3H4N4 ωB97M-V with the def2-TZVPD basis set
N 1.997 -0.061 -0.220
C 0.667 -0.106 -0.079
N 0.038 -1.233 -0.054
C -1.279 -1.103 -0.079
N -1.923 0.057 -0.199
C -1.074 1.185 -0.072
N 0.135 1.161 -0.043
H 2.230 1.043 0.344
H 2.557 -0.904 0.053
H -1.773 -2.202 0.278
H -1.574 2.162 0.072
```

Atom charges from the Löwdin analysis, given in e for atoms 1 to 2: 0.10, -0.54



Entry 6:
The following is a quantum chemistry calculation of a structure of composition C41H41IMoN12OPS in a non-equilibrium geometry, from the Open Molecules 2025 dataset.

The value obtained for the total energy is -93167.8978 eV. As for the HOMO-LUMO gap (spin up / spin down): 5.8 / 5.9 eV. As for the highest occupied orbital energy (spin up / spin down): -14.60 / -14.64 eV. Its net charge is +3.

The geometry in XYZ format:
```
99
C41H41IMoN12OPS ωB97M-V with the def2-TZVPD basis set
Mo -0.355 -0.623 -0.341
C 1.417 -4.713 -1.047
C 0.724 -3.389 -1.160
N 0.645 -2.476 -0.200
N 1.415 -2.842 0.968
C 0.735 -2.282 2.176
N 1.408 -2.483 3.309
S -0.734 -1.630 1.962
C 0.093 -2.937 -2.347
C -0.018 -3.727 -3.509
C -0.669 -3.234 -4.604
C -1.183 -1.935 -4.523
C -1.021 -1.205 -3.377
N -0.398 -1.667 -2.257
H 1.237 -5.231 -0.098
H 2.496 -4.622 -1.191
H 1.052 -5.401 -1.801
H 1.945 -3.325 3.483
H 0.992 -2.085 4.144
H 0.409 -4.718 -3.537
H -0.775 -3.824 -5.504
H -1.697 -1.485 -5.361
H -1.376 -0.193 -3.355
C 2.938 -2.594 0.785
C 3.265 -1.614 -0.333
C 4.691 -1.861 -0.837
C 3.084 -0.178 0.130
C 4.098 0.244 1.196
O 3.278 0.634 2.304
C 1.992 0.517 1.958
N 1.753 0.063 0.765
C 1.113 0.970 3.072
C 1.744 1.102 4.319
C 1.084 1.645 5.407
C -0.210 2.116 5.257
C -0.846 1.985 4.034
C -0.223 1.379 2.948
P -1.139 1.318 1.368
C -0.861 3.043 0.848
C 0.391 3.302 0.279
C 0.770 4.597 -0.031
C -0.101 5.652 0.220
C -1.334 5.404 0.803
C -1.714 4.106 1.127
C -2.883 1.133 1.863
C -3.896 1.748 1.124
C -5.228 1.589 1.475
C -5.572 0.813 2.572
C -4.576 0.189 3.311
C -3.244 0.344 2.960
H 3.357 -3.577 0.583
H 1.313 -3.858 1.066
H 3.305 -2.255 1.753
H 2.595 -1.778 -1.175
H 5.430 -1.880 -0.035
H 4.975 -1.074 -1.537
H 4.757 -2.813 -1.365
H 3.169 0.462 -0.742
H 4.713 1.093 0.904
H 4.756 -0.554 1.540
H 2.772 0.797 4.433
H 1.594 1.729 6.357
H -0.721 2.592 6.083
H -1.855 2.361 3.929
H 1.075 2.479 0.094
H 1.746 4.792 -0.458
H 0.190 6.665 -0.022
H -2.003 6.225 1.024
H -2.665 3.945 1.614
H -3.657 2.369 0.270
H -5.997 2.079 0.893
H -6.610 0.704 2.857
H -4.835 -0.406 4.177
H -2.489 -0.128 3.574
N -1.920 2.749 -2.677
C -0.812 2.191 -2.205
N -1.140 1.082 -1.558
C -2.504 1.024 -1.695
N -3.014 2.025 -2.359
C -3.230 -0.156 -1.222
C -4.594 -0.338 -1.408
N -5.211 -1.438 -1.004
C -4.453 -2.370 -0.434
C -3.088 -2.211 -0.255
N -2.465 -1.091 -0.637
H -2.017 3.608 -3.199
H 0.177 2.580 -2.365
H -5.183 0.431 -1.894
H -4.943 -3.279 -0.108
H -2.486 -2.988 0.196
I 5.162 2.727 -4.153
C 3.652 1.382 -3.830
C 3.416 0.192 -4.479
N 2.327 -0.351 -3.894
N 1.824 0.406 -2.904
C 2.628 1.463 -2.871
H 3.927 -0.285 -5.299
H 1.853 -1.197 -4.165
H 2.467 2.257 -2.154
```

Atom charges from the Löwdin analysis, given in e for atoms 1 to 2: 1.17, 0.03



Entry 7:
The following is a quantum chemistry calculation of a structure of composition C33H31BN21ORe, from the Open Molecules 2025 dataset.

The relative energy (zero: lowest compared OMol25 entry of this formula, charge and spin) is 58.4 kJ/mol. The spin multiplicity is 3. The value obtained for the total energy is -70872.6573 eV. As for the HOMO-LUMO gap (spin up / spin down): 7.7 / 6.9 eV. As for the highest occupied orbital energy (spin up / spin down): -7.68 / -7.40 eV. Its net charge is 0.

The geometry in XYZ format:
```
88
C33H31BN21ORe ωB97M-V with the def2-TZVPD basis set
Re 0.280 0.065 -0.107
C 1.731 3.568 3.037
C 1.810 3.275 1.682
N 0.723 2.590 1.350
N -0.071 2.417 2.423
C 0.540 3.009 3.460
B -1.283 1.400 2.570
N -2.190 1.161 1.326
C -3.537 1.257 1.331
C -4.047 0.508 0.299
C -2.927 -0.052 -0.310
N -1.817 0.355 0.291
N -0.634 0.029 2.909
C -0.648 -0.792 3.974
C 0.264 -1.803 3.776
C 0.807 -1.540 2.525
N 0.260 -0.446 2.002
N -2.116 2.055 3.669
C -2.269 1.875 5.008
C -2.927 2.964 5.516
C -3.134 3.793 4.400
N -2.638 3.257 3.305
H 2.444 4.112 3.628
H 2.553 3.483 0.932
H 0.088 2.995 4.437
H -4.040 1.844 2.075
H -5.077 0.369 0.028
H -2.893 -0.756 -1.123
H -1.323 -0.645 4.790
H 0.486 -2.625 4.430
H 1.542 -2.101 1.975
H -1.907 1.011 5.524
H -3.215 3.135 6.537
H -3.618 4.755 4.353
N 2.524 -2.631 -0.132
C 3.056 -1.357 -0.080
N 4.344 -1.108 0.020
N 4.419 0.240 0.042
N 3.261 0.771 -0.041
N 2.335 -0.229 -0.118
C 1.236 -2.892 -0.565
N 0.841 -4.048 -1.066
N -0.450 -3.847 -1.374
N -0.812 -2.648 -1.077
N 0.246 -2.005 -0.530
H 3.188 -3.376 -0.268
C -7.500 -3.464 -0.085
C -6.335 -3.048 -0.939
C -5.090 -3.653 -0.803
C -4.024 -3.298 -1.613
C -4.186 -2.313 -2.580
N -3.039 -1.940 -3.320
C -3.040 -1.342 -4.545
O -4.014 -1.152 -5.240
N -1.776 -0.947 -5.011
C -0.684 -0.442 -4.314
C 0.493 -0.126 -4.990
C 1.567 0.361 -4.273
C 1.472 0.511 -2.900
N 0.337 0.222 -2.250
C -0.710 -0.222 -2.945
C -5.418 -1.688 -2.731
C -6.472 -2.064 -1.913
H -7.164 -3.866 0.870
H -8.090 -4.238 -0.578
H -8.164 -2.623 0.114
H -4.945 -4.420 -0.052
H -3.061 -3.780 -1.489
H -2.172 -2.339 -2.980
H -1.815 -0.734 -5.997
H 0.562 -0.277 -6.060
H 2.496 0.607 -4.767
H 2.305 0.856 -2.306
H -1.594 -0.428 -2.375
H -5.555 -0.928 -3.485
H -7.430 -1.573 -2.040
N 0.345 2.120 0.117
C -0.328 3.155 -0.601
C 0.060 3.461 -1.900
C -0.617 4.429 -2.629
C -1.672 5.125 -2.058
C -2.037 4.850 -0.747
C -1.378 3.869 -0.023
H 0.911 2.957 -2.331
H -0.304 4.651 -3.640
H -2.192 5.886 -2.622
H -2.849 5.394 -0.284
H -1.684 3.666 0.996
```

Atom charges from the Löwdin analysis, given in e for atoms 1 to 2: 1.47, 0.00